(1)
{"formula": "C22H20Cl3N2ORuS2", "method": "ωB97M-V/def2-TZVPD", "symbols": ["Ru", "C", "N", "C", "C", "N", "C", "C", "C", "C", "C", "C", "C", "S", "C", "C", "C", "C", "C", "C", "S", "H", "H", "H", "H", "H", "H", "H", "H", "H", "H", "H", "H", "H", "H", "H", "H", "H", "H", "Cl", "C", "C", "C", "Cl", "C", "O", "C", "Cl", "C", "H", "H"], "coordinates": [[0.5350, 0.2159, -0.4541], [-1.8064, 1.9809, -1.7087], [-1.4064, 1.2850, -0.4479], [-2.4301, 0.2808, -0.1240], [-2.4579, -0.7536, -1.2292], [-1.0843, -1.2668, -1.4915], [-0.6211, -1.1069, -2.8950], [-1.0412, -2.6941, -1.1722], [-1.9450, -3.5784, -1.7481], [-1.8823, -4.9286, -1.4512], [-0.9043, -5.3859, -0.5709], [0.0002, -4.5066, -0.0083], [-0.0518, -3.1407, -0.3113], [1.1249, -2.0281, 0.3046], [-1.2461, 2.3592, 0.5325], [-2.1830, 2.6620, 1.5014], [-1.9708, 3.7584, 2.3331], [-0.8437, 4.5438, 2.1628], [0.0962, 4.2281, 1.1892], [-0.0854, 3.1232, 0.3701], [1.0965, 2.5477, -0.7850], [-2.7893, 2.4331, -1.5527], [-1.8586, 1.2964, -2.5455], [-1.0759, 2.7471, -1.9407], [-3.4208, 0.7399, -0.0297], [-2.1648, -0.1878, 0.8253], [-2.8961, -0.3578, -2.1448], [-3.0979, -1.5719, -0.9077], [-1.3241, -1.5584, -3.6036], [0.3394, -1.6117, -2.9871], [-0.4909, -0.0552, -3.1470], [-2.7013, -3.2168, -2.4363], [-2.5880, -5.6154, -1.8977], [-0.8495, -6.4381, -0.3239], [0.7624, -4.8623, 0.6726], [-3.0718, 2.0593, 1.6296], [-2.6901, 3.9926, 3.1060], [-0.6789, 5.3979, 2.8065], [0.9964, 4.8193, 1.0827], [5.8238, 0.6850, 4.1983], [4.8438, 0.5101, 2.7744], [3.4733, 0.6397, 2.8684], [2.7254, 0.4970, 1.7162], [0.9753, 0.6643, 1.8526], [3.2612, 0.2231, 0.4498], [2.5606, 0.0939, -0.6481], [4.6666, 0.1002, 0.4234], [5.4173, -0.2392, -1.0919], [5.4448, 0.2399, 1.5542], [2.9970, 0.8458, 3.8163], [6.5178, 0.1346, 1.4844]], "lowdin_spin": [0.831, 0.001, 0.002, 0.003, 0.000, 0.027, 0.017, 0.000, 0.000, 0.000, 0.000, -0.001, -0.001, -0.015, 0.006, -0.001, 0.007, -0.001, 0.007, 0.003, 0.041, 0.000, 0.000, 0.000, 0.000, 0.000, 0.000, 0.000, 0.005, 0.001, 0.005, 0.000, 0.000, 0.000, 0.000, 0.000, 0.001, 0.000, 0.000, 0.000, 0.001, 0.001, 0.003, 0.027, 0.001, 0.026, 0.001, 0.001, -0.001, 0.001, 0.000], "e_above_lowest_kcal_mol": 63.4, "spin_multiplicity": 2, "s2": 0.76, "e_tot_ha": -3306.8964, "homo_energy_ha": [-0.2745, -0.2735]}

(2)
{"formula": "C22H20CoN4O3S", "method": "ωB97M-V/def2-TZVPD", "symbols": ["Co", "O", "C", "N", "C", "C", "C", "C", "C", "C", "N", "C", "O", "C", "C", "C", "C", "C", "N", "C", "C", "C", "C", "C", "N", "H", "H", "H", "H", "H", "H", "H", "H", "H", "H", "H", "H", "O", "S", "C", "C", "C", "C", "H", "H", "H", "H", "H", "H", "H", "H"], "coordinates": [[-0.9996, 0.5939, 0.2766], [-0.5333, 3.4682, -2.4636], [-0.7889, 2.4970, -1.7553], [-0.6184, 2.2907, -0.4523], [-0.0186, 3.1967, 0.4431], [0.4178, 4.4805, 0.1516], [0.9921, 5.2462, 1.1637], [1.1263, 4.7367, 2.4451], [0.6895, 3.4493, 2.7478], [0.1170, 2.6785, 1.7466], [-0.3805, 1.3694, 1.8767], [-0.2987, 0.6196, 2.9727], [0.1590, 0.8616, 4.0868], [-0.9033, -0.7489, 2.7118], [-0.9356, -1.6952, 3.7217], [-1.5029, -2.9297, 3.4667], [-2.0281, -3.1728, 2.2057], [-1.9536, -2.1742, 1.2523], [-1.3968, -0.9841, 1.4818], [-1.4156, 1.2709, -2.3972], [-1.6913, 1.2634, -3.7535], [-2.2581, 0.1355, -4.3170], [-2.5327, -0.9510, -3.4991], [-2.2249, -0.8640, -2.1539], [-1.6733, 0.2171, -1.5988], [0.3079, 4.8635, -0.8507], [1.3345, 6.2487, 0.9405], [1.5740, 5.3411, 3.2239], [0.7886, 3.0398, 3.7407], [-0.5124, -1.4192, 4.6770], [-1.5448, -3.6894, 4.2362], [-2.4953, -4.1155, 1.9582], [-2.3668, -2.3385, 0.2685], [-1.4468, 2.1533, -4.3159], [-2.4864, 0.0999, -5.3742], [-2.9820, -1.8540, -3.8876], [-2.4313, -1.6969, -1.4991], [0.9369, -0.3720, -0.1765], [1.4156, -0.9314, -1.4893], [1.0973, -2.7297, -1.3825], [2.4007, -3.4410, -0.9993], [3.3034, -2.3955, -0.3477], [3.1860, -1.1742, -1.2471], [0.6662, -3.0749, -2.3212], [0.3416, -2.7863, -0.5985], [2.8829, -3.8277, -1.8995], [2.2067, -4.2872, -0.3408], [4.3349, -2.7360, -0.2624], [2.9440, -2.1404, 0.6507], [3.6251, -1.3459, -2.2334], [3.5718, -0.2457, -0.8301]], "lowdin_spin": [0.974, 0.004, 0.002, -0.009, 0.000, 0.000, 0.000, 0.000, 0.000, 0.000, -0.010, 0.002, 0.004, 0.001, 0.000, -0.001, 0.000, -0.001, -0.002, 0.001, 0.000, -0.001, 0.000, -0.001, -0.002, 0.000, 0.000, 0.000, 0.000, 0.000, 0.000, 0.000, 0.000, 0.000, 0.000, 0.000, 0.000, 0.027, 0.005, 0.000, 0.000, 0.000, 0.003, 0.000, 0.000, 0.000, 0.000, 0.000, 0.000, 0.001, 0.000], "spin_multiplicity": 2, "s2": 0.76, "e_tot_ha": -3076.1311, "homo_energy_ha": [-0.2491, -0.2501]}

(3)
{"formula": "C22H20FNO4", "method": "ωB97M-V/def2-TZVPD", "symbols": ["C", "O", "C", "C", "C", "C", "N", "C", "O", "C", "C", "C", "C", "C", "C", "O", "C", "C", "C", "C", "C", "F", "C", "C", "C", "O", "C", "C", "H", "H", "H", "H", "H", "H", "H", "H", "H", "H", "H", "H", "H", "H", "H", "H", "H", "H", "H", "H"], "coordinates": [[-6.0750, -1.0368, 0.1752], [-5.2363, -1.7175, -0.7235], [-3.8857, -1.6484, -0.5461], [-3.1090, -2.3389, -1.4711], [-1.7327, -2.3292, -1.3768], [-1.0977, -1.6315, -0.3577], [0.2888, -1.5764, -0.1992], [1.2503, -2.2234, -0.9076], [1.0367, -3.0016, -1.8170], [2.6442, -1.9536, -0.4327], [3.5316, -3.0218, -0.4778], [4.8464, -2.8835, -0.0753], [5.2893, -1.6508, 0.3667], [4.4312, -0.5645, 0.3949], [3.1051, -0.6971, -0.0040], [2.2137, 0.3371, -0.0168], [2.6977, 1.6546, 0.1374], [1.6071, 2.6396, -0.1986], [1.9438, 3.9051, -0.6641], [0.9620, 4.8347, -0.9532], [-0.3627, 4.4768, -0.7802], [-1.3275, 5.3780, -1.0616], [-0.7243, 3.2231, -0.3247], [0.2698, 2.3080, -0.0294], [-1.8817, -0.9371, 0.5797], [-1.1828, -0.2706, 1.5614], [-1.9014, 0.4295, 2.5456], [-3.2638, -0.9448, 0.4824], [-7.0910, -1.2335, -0.1636], [-5.8943, 0.0435, 0.1582], [-5.9597, -1.4098, 1.1987], [-3.6051, -2.8794, -2.2600], [-1.1324, -2.8657, -2.0915], [0.5894, -0.9676, 0.5487], [3.1590, -3.9672, -0.8418], [5.5185, -3.7266, -0.1090], [6.3121, -1.5218, 0.6882], [4.8074, 0.3866, 0.7382], [3.5596, 1.8241, -0.5217], [3.0219, 1.8179, 1.1788], [2.9821, 4.1691, -0.8020], [1.2097, 5.8204, -1.3138], [-1.7673, 2.9743, -0.2086], [0.0079, 1.3272, 0.3294], [-1.1508, 0.8631, 3.2051], [-2.5034, 1.2340, 2.1111], [-2.5466, -0.2390, 3.1240], [-3.8542, -0.4086, 1.2061]], "mulliken_charge": [-0.811, -0.476, 0.346, -0.851, -0.412, -0.320, -0.036, 0.630, -0.678, 0.360, -0.579, -0.742, -0.565, -0.639, 0.581, -0.298, -0.666, -0.143, -0.493, -0.701, 0.278, -0.333, -0.506, -0.036, 0.560, -0.397, -1.062, -0.054, 0.239, 0.320, 0.316, 0.435, 0.561, 0.365, 0.458, 0.392, 0.395, 0.402, 0.543, 0.375, 0.389, 0.443, 0.512, 0.342, 0.265, 0.342, 0.427, 0.521], "e_tot_ha": -1305.9194, "homo_energy_ha": -0.2809}

(4)
{"formula": "C22H20N2O", "method": "ωB97M-V/def2-TZVPD", "symbols": ["O", "C", "C", "C", "C", "C", "C", "N", "C", "C", "N", "C", "C", "C", "C", "C", "C", "C", "C", "C", "C", "C", "C", "C", "C", "H", "H", "H", "H", "H", "H", "H", "H", "H", "H", "H", "H", "H", "H", "H", "H", "H", "H", "H", "H"], "coordinates": [[0.3972, 2.7982, 0.6160], [0.3368, 1.8394, -0.1236], [0.6196, 2.0622, -1.5500], [0.5929, 3.3585, -2.0679], [0.8273, 3.5672, -3.4162], [1.1502, 2.5078, -4.2048], [1.2318, 1.2576, -3.7518], [0.9852, 1.0768, -2.4146], [0.3209, 0.4296, 0.4707], [-0.7307, -0.3442, -0.3287], [-1.5035, -1.1642, 0.6190], [-2.8279, -1.0735, 0.5051], [-3.5530, -2.2457, 0.1292], [-4.9180, -2.3058, 0.3481], [-5.6584, -1.1793, 0.7576], [-4.9335, -0.0376, 1.1309], [-3.5379, 0.0492, 0.9516], [-0.9259, -1.0848, 1.9707], [-0.0012, 0.1965, 2.0498], [1.1760, 0.0713, 2.9840], [2.5246, 0.1838, 2.7804], [3.4598, 0.2043, 3.8458], [3.0345, 0.1588, 5.1267], [1.6344, -0.0605, 5.3456], [0.6905, -0.0513, 4.3363], [0.3408, 4.1037, -1.3566], [0.7468, 4.4920, -3.8346], [1.4505, 2.8058, -5.2106], [1.6235, 0.4339, -4.2197], [1.2798, -0.0499, 0.1897], [-0.2779, -1.0096, -1.0022], [-1.4076, 0.3538, -0.8881], [-3.0251, -3.1152, -0.0334], [-5.4370, -3.3200, 0.3398], [-6.7837, -1.0440, 0.6907], [-5.3252, 0.7977, 1.5834], [-2.9869, 0.8845, 1.3218], [-1.6850, -1.0634, 2.7391], [-0.3024, -1.9345, 2.2086], [-0.5338, 1.0461, 2.4582], [2.8704, 0.3138, 1.6823], [4.4711, 0.4115, 3.5912], [3.7627, 0.2481, 5.9643], [1.3859, -0.2852, 6.4256], [-0.4249, -0.0327, 4.4582]], "mulliken_charge": [-0.624, -0.044, 0.475, -0.425, -0.584, -0.312, -0.478, -0.337, 0.884, -1.407, 0.219, -0.195, -0.698, -0.304, -0.477, -0.633, 0.034, -0.871, 0.435, -0.035, 0.061, -0.724, -0.390, -0.449, -0.673, 0.519, 0.544, 0.303, 0.503, 0.460, 0.195, 0.473, 0.477, 0.265, 0.304, 0.440, 0.385, 0.450, 0.410, 0.422, 0.165, 0.401, 0.341, 0.257, 0.238], "e_above_lowest_kcal_mol": 82.0, "e_tot_ha": -1034.9875, "homo_energy_ha": -0.3087}

(5)
{"formula": "C22H20N2O4", "method": "ωB97M-V/def2-TZVPD", "symbols": ["C", "O", "C", "C", "C", "C", "O", "C", "C", "O", "N", "N", "C", "O", "C", "C", "C", "C", "C", "C", "C", "C", "C", "C", "C", "C", "C", "C", "H", "H", "H", "H", "H", "H", "H", "H", "H", "H", "H", "H", "H", "H", "H", "H", "H", "H", "H", "H"], "coordinates": [[-7.2903, -3.6517, 0.4024], [-6.2235, -2.9388, 0.9767], [-5.9334, -1.6983, 0.4832], [-6.6226, -1.0638, -0.5450], [-6.2364, 0.1953, -0.9621], [-5.1624, 0.8504, -0.3698], [-4.8891, 2.1050, -0.8529], [-3.7516, 2.7667, -0.3796], [-2.4563, 2.0337, -0.7390], [-2.3580, 1.1869, -1.6007], [-1.3910, 2.4428, -0.0169], [-0.1382, 1.8709, -0.2322], [0.8519, 2.1245, 0.6629], [0.6557, 2.8948, 1.5896], [2.1354, 1.4321, 0.4125], [2.5083, 0.9373, -0.8356], [3.7260, 0.3068, -0.9943], [4.6022, 0.1546, 0.0799], [5.8944, -0.5224, -0.0985], [5.9881, -1.6800, -0.8680], [7.2032, -2.3187, -1.0312], [8.3443, -1.8075, -0.4358], [8.2629, -0.6550, 0.3278], [7.0476, -0.0189, 0.4994], [4.2296, 0.6647, 1.3226], [3.0150, 1.2973, 1.4850], [-4.4747, 0.2185, 0.6597], [-4.8590, -1.0411, 1.0760], [-7.3334, -4.5993, 0.9374], [-8.2417, -3.1238, 0.5269], [-7.1192, -3.8455, -0.6617], [-7.4593, -1.5381, -1.0326], [-6.7633, 0.6926, -1.7606], [-3.7523, 3.7354, -0.8901], [-3.8036, 2.9393, 0.7051], [-1.3803, 3.0945, 0.7599], [-0.1550, 1.1344, -0.9251], [1.8671, 1.0668, -1.6948], [4.0159, -0.0544, -1.9700], [5.0981, -2.0925, -1.3205], [7.2605, -3.2197, -1.6243], [9.2936, -2.3053, -0.5666], [9.1507, -0.2498, 0.7908], [6.9925, 0.8892, 1.0818], [4.8914, 0.5471, 2.1677], [2.7205, 1.6963, 2.4439], [-3.6324, 0.6865, 1.1454], [-4.3277, -1.5395, 1.8712]], "mulliken_charge": [-0.843, -0.424, 0.716, -0.165, -1.001, 0.370, -0.405, -0.468, 0.402, -0.669, -0.380, -0.145, 0.346, -0.726, 0.800, -0.589, -0.886, 0.462, 0.359, -0.458, -0.554, -0.423, -0.556, -0.451, -0.625, -0.674, -0.011, -0.889, 0.236, 0.331, 0.341, 0.372, 0.396, 0.359, 0.428, 0.332, 0.380, 0.415, 0.503, 0.477, 0.376, 0.370, 0.376, 0.468, 0.489, 0.431, 0.404, 0.404], "e_above_lowest_kcal_mol": 47.0, "e_tot_ha": -1260.8082, "homo_energy_ha": -0.2910}

(6)
{"formula": "C22H20N4OPdSTe", "method": "ωB97M-V/def2-TZVPD", "symbols": ["Pd", "O", "C", "C", "C", "C", "C", "C", "C", "N", "C", "C", "N", "H", "H", "H", "H", "H", "H", "H", "C", "Te", "C", "C", "C", "C", "C", "C", "C", "H", "H", "H", "H", "H", "H", "H", "H", "C", "C", "C", "C", "N", "C", "S", "N", "H", "H", "H", "H", "H"], "coordinates": [[1.4541, 1.0040, -0.7787], [0.1139, 1.0877, 1.0402], [-0.4039, 0.1577, 1.7747], [-1.0396, 0.5542, 2.9757], [-1.6867, -0.3358, 3.7909], [-1.6875, -1.6904, 3.4742], [-1.0640, -2.1169, 2.3263], [-0.4435, -1.2294, 1.4382], [0.0857, -1.7558, 0.1949], [0.9450, -1.1928, -0.6431], [1.1536, -2.0595, -1.6734], [0.4032, -3.1788, -1.4759], [-0.2658, -2.9763, -0.3004], [-1.0098, 1.6090, 3.2031], [-2.1802, 0.0076, 4.6893], [-2.1682, -2.4062, 4.1221], [-1.0472, -3.1757, 2.1094], [1.8397, -1.8203, -2.4678], [0.2977, -4.0731, -2.0541], [-0.9530, -3.5953, 0.0938], [-2.1108, 2.4167, -2.9571], [-0.9034, 2.2374, -1.1103], [-2.0064, 0.3809, -1.0554], [-3.3094, 0.6325, -1.7316], [-4.4357, -0.1243, -1.4494], [-5.6340, 0.1529, -2.0857], [-5.7089, 1.2013, -2.9862], [-4.5829, 1.9541, -3.2753], [-3.3727, 1.6673, -2.6637], [-1.5702, 1.9352, -3.7756], [-2.3109, 3.4454, -3.2460], [-2.1400, 0.0691, -0.0227], [-1.4278, -0.3808, -1.5864], [-4.3755, -0.9194, -0.7204], [-6.5078, -0.4413, -1.8680], [-6.6482, 1.4387, -3.4611], [-4.6434, 2.7751, -3.9741], [7.2181, 1.1140, 1.8051], [5.8272, 0.8366, 1.3454], [5.0727, -0.2126, 1.8779], [3.7922, -0.3819, 1.3782], [3.3129, 0.4145, 0.4435], [4.0989, 1.4130, -0.0114], [3.3894, 2.3812, -1.2488], [5.3337, 1.6356, 0.4128], [7.6696, 0.2236, 2.2374], [7.1957, 1.8956, 2.5636], [7.8220, 1.4729, 0.9763], [5.4732, -0.8715, 2.6304], [3.1390, -1.1758, 1.7194]], "mulliken_charge": [0.096, -0.544, 0.453, -0.514, -0.640, -0.733, -1.258, 0.930, 0.234, 0.335, -0.911, -0.499, -0.085, 0.461, 0.397, 0.402, 0.418, 0.418, 0.452, 0.210, -1.318, 0.385, -0.228, 0.428, -0.677, -0.602, -0.556, -0.688, 0.587, 0.361, 0.504, 0.343, 0.185, 0.478, 0.396, 0.390, 0.424, -1.156, 1.018, -1.048, -0.091, -0.052, 0.534, -0.415, -0.563, 0.350, 0.255, 0.350, 0.344, 0.442], "e_tot_ha": -1938.6959, "homo_energy_ha": [-0.2693, -0.2710]}